Below is a single C11H13NO5S molecule, with properties calculated with ωB97M-V/def2-TZVPD.

Summary:
**HOMO energy**: -8.384 eV
**Kohn-Sham gap**: 8.90 eV

Positions of all 31 atoms, in Å:
1 C -5.16666 0.35969 -0.01876
2 O -3.78664 0.02842 -0.00887
3 C -2.94430 1.08019 0.00393
4 O -3.32759 2.22730 0.00692
5 C -1.53603 0.71329 0.00977
6 S -0.42979 2.06580 0.00024
7 C 0.88456 0.97329 0.00675
8 N 2.17238 1.42233 0.00431
9 C 2.46719 2.75823 -0.00279
10 C 3.94075 3.05555 -0.00333
11 O 1.58536 3.58897 -0.00811
12 C 0.50474 -0.37159 0.01326
13 C 1.54387 -1.39601 0.00829
14 O 2.73927 -1.13908 0.01899
15 O 1.10971 -2.66080 -0.01492
16 C 2.11646 -3.66205 -0.02563
17 C -0.91452 -0.51240 0.01830
18 C -1.66746 -1.79820 0.03462
19 H -5.40895 0.95369 -0.90246
20 H -5.70435 -0.58501 -0.03247
21 H -5.42590 0.93760 0.87083
22 H 2.87663 0.67859 0.01057
23 H 4.40505 2.62667 0.88190
24 H 4.40641 2.61692 -0.88307
25 H 4.09416 4.13041 -0.00916
26 H 2.75969 -3.54506 -0.90003
27 H 2.73134 -3.59291 0.87398
28 H 1.59370 -4.61431 -0.05957
29 H -0.99789 -2.64375 0.12339
30 H -2.37191 -1.80140 0.86360
31 H -2.24928 -1.89436 -0.88048

These are the Löwdin partial charges, in e, on atoms 1 to 2: number 1, C, carries -0.0454; number 2, O, carries -0.0573

***

Below is a single C3H6N2O2 molecule, with properties calculated with ωB97M-V/def2-TZVPD.

Summary:
**HOMO energy**: -9.752 eV
**Energy above the lowest of the compared OMol25 structures with the same formula, charge and spin**: 3.1448 eV
**Kohn-Sham gap**: 10.53 eV

Positions of all 13 atoms, in Å:
1 H 0.09145 -3.05555 0.07816
2 N 0.43274 -2.11095 -0.05434
3 C -0.52105 -1.33994 -0.36914
4 O -0.10940 -0.31076 -1.21664
5 C -0.46487 1.12762 -0.81339
6 C -0.09308 0.85516 0.60018
7 N 1.14386 1.14192 1.06919
8 O -0.79675 0.03904 1.18723
9 H -1.59631 -1.54808 -0.26877
10 H 0.12726 1.91130 -1.33360
11 H -1.53106 1.31052 -0.97726
12 H 1.49866 0.35498 1.60030
13 H 1.81856 1.62473 0.49810

These are the Löwdin partial charges, in e, on atoms 1 to 2: number 1, H, carries 0.0483; number 2, N, carries 0.1278

***

Below is 3 unconnected molecules or ions with the total composition C15H27F6IO10P2, with properties calculated with ωB97M-V/def2-TZVPD.

Summary:
**HOMO energy**: -9.578 eV
**Energy above the lowest of the compared OMol25 structures with the same formula, charge and spin**: 0.0000 eV
**Kohn-Sham gap**: 9.58 eV

Positions of all 61 atoms, in Å:
1 C 3.12120 -1.11585 3.26485
2 C 2.73749 -1.58435 1.85765
3 C 2.13761 -2.99088 1.88316
4 C 1.93430 -0.50356 1.08707
5 C 0.39758 -0.57143 0.98191
6 C -0.08779 -1.55363 -0.09058
7 C -0.28228 -0.74089 2.35983
8 O -1.31385 -1.74683 2.28863
9 O -2.43541 -1.30136 3.07930
10 P -3.62514 -1.03120 2.03064
11 O -3.50899 0.12680 1.16097
12 O -4.84565 -1.00881 3.05545
13 O -3.77141 -2.41622 1.26528
14 P -5.14457 -2.93717 0.46060
15 O -5.81971 -3.83110 1.62721
16 I -4.04180 -4.70145 -0.84798
17 H 3.75595 -0.23179 3.20892
18 H 2.25381 -0.85857 3.87581
19 H 3.67009 -1.89525 3.79742
20 H 3.68602 -1.68060 1.31821
21 H 1.16808 -3.03652 2.38241
22 H 2.02564 -3.40001 0.87897
23 H 2.81108 -3.65875 2.42424
24 H 2.19794 0.46333 1.52744
25 H 2.30449 -0.45336 0.05964
26 H 0.09320 0.41416 0.61931
27 H 0.26753 -1.20539 -1.06198
28 H -1.17431 -1.59755 -0.13135
29 H 0.28273 -2.56552 0.05697
30 H 0.41702 -1.05774 3.13048
31 H -0.74458 0.19047 2.67935
32 H -4.58481 -1.09698 3.97983
33 H -5.47171 -3.66468 2.51138
34 C 6.08471 0.48105 -3.41426
35 C 5.74135 -0.55404 -2.36885
36 O 6.19932 -0.14027 -1.05575
37 C 5.42005 0.71090 -0.41297
38 O 4.38076 1.17326 -0.78169
39 C 6.01582 1.01541 0.98211
40 F 7.32390 1.26246 0.92568
41 F 5.82177 -0.04673 1.77870
42 F 5.40947 2.06084 1.52860
43 H 7.15624 0.67952 -3.41868
44 H 5.79786 0.11059 -4.39858
45 H 5.55295 1.41324 -3.23038
46 H 6.25857 -1.49375 -2.54460
47 H 4.66913 -0.73902 -2.31860
48 C -4.58811 2.24654 -1.00539
49 C -4.05715 2.36928 -2.41168
50 O -5.04235 2.96158 -3.30195
51 C -5.12955 4.27747 -3.27839
52 O -4.48484 5.04660 -2.62804
53 C -6.20316 4.74674 -4.28935
54 F -7.32327 4.02614 -4.19132
55 F -5.73453 4.61705 -5.53887
56 F -6.50734 6.02261 -4.08914
57 H -5.51550 1.67287 -0.99570
58 H -3.86597 1.72573 -0.37934
59 H -4.78144 3.22905 -0.57541
60 H -3.85768 1.39589 -2.85331
61 H -3.15074 2.97168 -2.45388

These are the Löwdin partial charges, in e, on atoms 1 to 2: number 1, C, carries -0.0769; number 2, C, carries -0.4051

***

Below is 2 unconnected molecules or ions with the total composition C2H3BrO2, with properties calculated with ωB97M-V/def2-TZVPD.

Summary:
**HOMO energy (spin up / spin down)**: -9.271 / -10.006 eV
**<S²>**: 2.007
**Spin multiplicity**: 3
**Energy above the lowest of the compared OMol25 structures with the same formula, charge and spin**: 2.0596 eV
**Kohn-Sham gap (spin up / spin down)**: 10.16 / 5.96 eV

Positions of all 8 atoms, in Å:
1 C -0.41607 -0.39741 -0.36686
2 C -0.28913 0.75804 0.41135
3 O -0.63492 -1.56139 0.32610
4 O -1.61533 -1.11774 -0.55123
5 Br 3.11492 0.37970 0.06858
6 H 0.26139 -0.43215 -1.20698
7 H -0.34656 0.59414 1.38256
8 H -0.07429 1.77682 -0.06353

These are the Löwdin partial charges, in e, on atoms 1 to 2: number 1, C, carries -0.4906; number 2, C, carries 0.0818

***

Below is a single C5H7N molecule, with properties calculated with ωB97M-V/def2-TZVPD.

Summary:
**HOMO energy**: -8.619 eV
**Energy above the lowest of the compared OMol25 structures with the same formula, charge and spin**: 4.1495 eV
**Kohn-Sham gap**: 9.60 eV

Positions of all 13 atoms, in Å:
1 C 1.85712 -0.05536 0.10357
2 N 0.41120 -0.23200 -0.16197
3 C -0.25476 0.99276 0.02313
4 C -1.46332 0.90483 0.00591
5 C -1.82537 -0.54988 0.16385
6 C -0.62084 -1.21953 -0.07610
7 H 2.14766 -1.18639 -0.40447
8 H 2.31565 0.63495 -0.64936
9 H 2.07779 0.23769 1.28334
10 H 0.32475 2.08370 -0.12455
11 H -2.00988 1.89342 -0.19562
12 H -2.69579 -1.30780 -0.10084
13 H -0.26422 -2.19637 0.13311

These are the Löwdin partial charges, in e, on atoms 1 to 2: number 1, C, carries -0.0904; number 2, N, carries -0.1902

***

What did the second record say?
Below is a single C3H6N2O2 molecule, with properties calculated with ωB97M-V/def2-TZVPD.

Summary:
**HOMO energy**: -9.752 eV
**Energy above the lowest of the compared OMol25 structures with the same formula, charge and spin**: 3.1448 eV
**Kohn-Sham gap**: 10.53 eV

Positions of all 13 atoms, in Å:
1 H 0.09145 -3.05555 0.07816
2 N 0.43274 -2.11095 -0.05434
3 C -0.52105 -1.33994 -0.36914
4 O -0.10940 -0.31076 -1.21664
5 C -0.46487 1.12762 -0.81339
6 C -0.09308 0.85516 0.60018
7 N 1.14386 1.14192 1.06919
8 O -0.79675 0.03904 1.18723
9 H -1.59631 -1.54808 -0.26877
10 H 0.12726 1.91130 -1.33360
11 H -1.53106 1.31052 -0.97726
12 H 1.49866 0.35498 1.60030
13 H 1.81856 1.62473 0.49810

These are the Löwdin partial charges, in e, on atoms 1 to 2: number 1, H, carries 0.0483; number 2, N, carries 0.1278